7
Properties=species:S:1:pos:R:3:lowdin_charge:R:1 method="wB97M-V/def2-TZVPD" homo_ev=-9.16 e_above_lowest_kj_mol=0.0 homo_lumo_gap_ha=0.3528 lumo_energy_ev=0.442
N 0.9785 0.4000 -0.5583 -0.3525
P 0.0330 0.3589 0.8010 0.1553
S -1.7354 -0.0607 -0.3594 0.4037
Cl 0.6312 -1.4469 1.5948 0.1014
H 1.6111 1.1836 -0.5590 0.0234
H 0.5527 0.3581 -1.4617 -0.0015
H -2.0711 -0.7929 0.5427 -0.3298

19
Properties=species:S:1:pos:R:3:lowdin_charge:R:1 method="wB97M-V/def2-TZVPD" homo_ev="-13.87 / -11.67" e_above_lowest_kj_mol=551.1 homo_lumo_gap_ha="0.3502 / 0.2625" total_charge=+1 lumo_energy_ev="-4.341 / -4.529"
C 1.1593 -1.6725 -0.3458 -0.0411
C 0.9343 0.2609 0.7372 -0.3284
C -0.4087 0.1280 -0.0811 -0.3568
C -1.6564 -0.0909 0.7641 -0.0255
C -0.7842 1.1562 -1.1350 -0.0211
N -0.1095 -1.3463 -0.6478 0.1506
N 1.7052 -0.8106 0.4915 0.1340
O 1.0831 0.8958 1.8806 0.1362
H 1.6085 -2.5391 -0.7648 0.1600
H 2.3641 1.2893 -0.7838 0.1495
H -1.8382 0.8435 1.4444 0.1461
H -1.6137 -1.0307 1.3194 0.0979
H -2.4430 -0.2217 0.0710 0.0738
H -0.1096 2.1167 -1.1691 0.1281
H -1.7511 1.4004 -0.9844 0.0301
H -0.7668 0.7826 -2.1596 0.0981
H -0.6371 -1.9894 -1.2219 0.1639
H 2.6409 -0.9232 0.6779 0.1500
H 0.6230 1.7510 1.9073 0.1546

71
Properties=species:S:1:pos:R:3:lowdin_charge:R:1 method="wB97M-V/def2-TZVPD" homo_ev=-10.03 e_above_lowest_kj_mol=2121.2 homo_lumo_gap_ha=0.2336 total_charge=+1 lumo_energy_ev=-3.670
C 1.3851 3.8297 0.6712 -0.0183
C 0.8451 2.6110 1.1642 -0.3495
C 0.9062 2.3464 2.4469 -0.0880
C 0.4572 1.2523 3.2765 -0.1578
N 1.4704 0.2940 3.0963 0.0411
C 1.0915 -1.0865 2.9406 0.0243
N 2.1174 -1.8347 2.9846 -0.0287
C 3.3721 -1.1276 3.0298 -0.0283
C 2.8645 0.1481 3.3284 -0.2536
N 3.4512 1.2607 3.6815 0.2015
C 4.8155 0.7528 3.8171 -0.1169
N 5.5230 -0.2798 3.5628 0.1984
C 4.7208 -1.0786 3.1605 -0.3137
N 5.3259 -2.5006 3.0157 0.1837
H 5.0313 -3.2387 2.6741 -0.0603
H 6.3137 -2.3577 3.2870 0.1118
H 5.3297 1.9302 4.1153 0.1974
C 2.1730 -3.2872 2.5363 0.0081
H 2.7892 -3.5703 1.4101 0.1939
H 1.1367 -3.7356 2.3471 0.1006
H 2.7234 -3.8866 3.2417 0.0686
H 0.0827 -1.6418 2.8363 0.2038
H 0.3723 1.3226 4.4170 0.1651
H -0.5686 0.8045 3.1137 0.1462
H 1.6275 3.0562 3.0254 0.1491
C 0.3158 1.5827 0.2392 -0.1234
H 0.5428 0.7608 0.6602 0.0284
H 0.8559 1.5882 -0.7344 0.1624
C -1.1762 1.8349 0.3068 -0.0895
H -1.7213 1.5116 1.1109 0.0822
H -1.2848 2.7986 0.0568 0.0496
C -1.7475 1.2175 -1.1116 -0.2335
C -3.3899 1.2513 -0.7719 -0.0089
H -3.6637 0.6453 -0.0481 -0.0026
H -3.5545 2.3185 -0.2605 0.1272
H -3.9941 1.0233 -1.6948 0.0690
C -1.3734 1.9752 -2.4767 -0.3175
C -2.1144 1.1435 -3.4231 -0.1153
C -1.3425 -0.2398 -3.6720 -0.0190
H -1.6492 -0.8028 -4.4943 0.0775
H -0.4333 -0.0719 -3.6482 0.0217
C -1.8328 -1.1801 -2.2425 -0.4629
C -0.9625 -2.3470 -2.4054 -0.2905
C -0.5563 -2.8129 -1.3125 -0.1609
C -0.5463 -2.4109 0.0014 -0.1108
C -1.7560 -1.1107 -0.1008 -0.0476
H -2.7678 -1.4583 -0.0417 0.0996
H -1.6754 -0.4863 0.8988 0.1195
C -1.3014 -0.3649 -1.3097 -0.2935
H -0.2115 -0.2974 -1.1701 0.1541
H -0.9738 -3.1746 0.6281 0.1093
H 0.3466 -2.0496 0.2371 0.0434
H -0.0970 -3.9272 -1.6497 0.1757
C -0.9366 -2.9970 -3.7888 -0.0371
H -0.5912 -4.0161 -3.6681 0.0491
H -1.9201 -3.2700 -4.2690 0.0992
H -0.0496 -2.4410 -4.4638 0.1583
C -3.2342 -1.4522 -2.5130 -0.0341
H -3.5565 -2.2660 -1.8790 0.0892
H -3.7493 -1.9070 -3.4866 0.1425
H -3.8916 -0.4841 -2.5961 0.1026
H -3.1161 1.1630 -3.6155 0.0654
H -1.5857 1.7895 -4.5529 0.2054
C -1.9935 3.3812 -2.2111 -0.0436
H -1.7605 4.0799 -1.5170 0.0131
H -1.7085 3.9357 -3.2855 0.1309
H -3.1595 3.4723 -2.3895 0.1222
H -0.5004 1.8666 -2.3507 0.0194
H 2.4032 3.6722 0.2169 0.1357
H 0.4215 4.1340 0.2034 0.1251
H 1.6364 4.4392 1.4146 0.0342

9
Properties=species:S:1:pos:R:3:lowdin_charge:R:1 method="wB97M-V/def2-TZVPD" homo_ev=-2.82 e_above_lowest_kj_mol=377.5 homo_lumo_gap_ha=0.2807 total_charge=-1 lumo_energy_ev=4.816
C -1.8720 -0.7576 0.6518 -0.2089
N -2.9012 -0.4826 0.1275 -0.0284
N 2.1114 -0.5302 -0.1347 -0.0251
N 1.8679 0.8907 0.1382 -0.1997
N 0.7829 1.2631 0.4641 -0.2051
O -0.4426 0.5274 0.3934 -0.4436
H 1.1386 -0.7869 -0.3481 0.0224
H 2.7579 -0.3719 -0.8905 0.0177
H -3.4429 0.2480 -0.4018 0.0706

91
Properties=species:S:1:pos:R:3:lowdin_charge:R:1 method="wB97M-V/def2-TZVPD" homo_ev="-5.32 / -5.33" e_above_lowest_kj_mol=556.8 homo_lumo_gap_ha="0.1696 / 0.1532" multiplicity=3 lumo_energy_ev="-0.708 / -1.158"
Mo 0.9345 -0.2224 -0.1487 1.7931
Cl 2.2721 0.1181 -7.3456 0.6555
C 1.7836 0.3174 -5.6847 -0.6631
C 1.6614 1.6094 -5.1518 -0.0769
C 1.2604 1.7940 -3.8496 0.0226
C 1.0096 0.6804 -3.0357 -0.3394
O 0.6139 0.8516 -1.7910 -0.2807
C 1.1520 -0.6060 -3.5665 -0.1610
C 0.7623 -1.7459 -2.7721 -0.0644
N 0.5663 -1.7751 -1.5073 -0.0404
C -0.4420 -2.8306 -1.1187 -0.2525
C -0.2787 -4.1827 -1.6823 -0.1500
C -1.4339 -4.9120 -1.6422 -0.1806
C -2.6778 -4.5270 -1.0849 -0.0980
C -3.0679 -3.4285 -0.2268 -0.1727
C -4.4472 -3.1937 -0.0301 -0.0458
C -4.9130 -2.1717 0.7658 -0.0850
C -4.0046 -1.3364 1.3959 -0.1841
N -2.6841 -1.5219 1.2702 0.0503
C -2.2341 -2.5234 0.5239 -0.1788
C 1.5157 -0.7779 -4.9119 -0.0557
H 1.8860 2.4624 -5.7811 0.1106
H 1.1481 2.7798 -3.4135 0.1219
H 0.4770 -2.6518 -3.3083 0.1354
H 0.6782 -4.5604 -2.0326 0.0945
H -1.4128 -5.9042 -2.0900 0.0994
H -3.5089 -5.1795 -1.3384 0.0779
H -5.1510 -3.8408 -0.5449 0.1070
H -5.9792 -2.0130 0.8922 0.0977
H -4.3382 -0.5161 2.0261 0.0635
H 1.5823 -1.7752 -5.3336 0.1219
C -0.5214 -4.0416 1.2032 0.0147
C -0.7193 -2.7591 0.4312 -0.3115
N 0.1095 -1.6634 0.9759 -0.0664
C 0.4110 -1.6992 2.3523 -0.2271
C 0.0834 -2.7609 3.1796 -0.1614
C -0.3080 -4.0085 2.5134 -0.0047
C 0.3888 -2.6651 4.5376 -0.0424
C 1.0972 -1.5775 5.0218 -0.1051
C 1.5834 -0.6026 4.1532 -0.0518
C 1.2592 -0.6878 2.8024 -0.2277
N 1.7542 0.0416 1.7198 -0.0807
C 2.7908 0.9491 1.7438 -0.2383
C 3.2209 1.7825 2.7422 -0.0180
C 4.3437 2.6295 2.5549 -0.0592
C 5.0691 2.6241 1.4063 -0.0396
C 4.6520 1.7882 0.3389 -0.1441
C 5.3438 1.6658 -0.8796 0.0123
C 4.8974 0.7986 -1.8316 -0.0241
C 3.6976 0.1067 -1.6165 -0.0811
N 2.9832 0.2538 -0.5220 -0.0025
C 3.4898 1.0241 0.4969 -0.1358
H -0.6982 -4.9704 0.6814 0.1081
H -1.3639 -2.4539 -1.5616 0.1438
H -0.2976 -4.9249 3.0960 0.1143
H 0.1136 -3.4808 5.1988 0.1128
H 1.3345 -1.5109 6.0772 0.1050
H 2.2503 0.1571 4.5307 0.0902
H 2.6901 1.8239 3.6810 0.0876
H 4.6336 3.2902 3.3634 0.1091
H 5.9518 3.2418 1.2933 0.1131
H 6.2455 2.2488 -1.0399 0.1261
H 5.4254 0.6601 -2.7658 0.1142
H 3.3141 -0.5670 -2.3668 0.1117
Cl -1.7623 1.2040 0.9529 0.8174
C -1.4698 2.6995 -0.1437 -1.3250
Cl -2.2228 2.3054 -1.6729 0.6875
Cl -2.2005 4.1470 0.5406 0.6939
C 0.0937 2.8846 -0.2789 -0.7939
O 0.4124 3.8011 -1.0067 0.0570
O 0.7391 2.0625 0.4409 -0.1965
C -1.5383 0.0355 3.8459 -0.1653
Si -1.6433 1.7389 3.2191 0.5280
C -0.1825 2.8081 3.3808 -0.1637
C -3.2312 2.5737 3.5569 -0.3112
C -3.2295 3.6405 4.4562 -0.0933
C -4.4231 4.2543 4.8197 -0.0753
C -5.6225 3.8067 4.2824 -0.0735
C -5.6335 2.7445 3.3842 -0.0662
C -4.4450 2.1288 3.0277 -0.0945
H -0.6346 -0.0889 4.4521 0.0268
H -1.4842 -0.6928 3.0334 0.0071
H -2.4142 -0.1809 4.4589 0.0652
H 0.1579 2.7862 4.4247 0.0617
H -0.4240 3.8329 3.1037 0.0419
H 0.6314 2.4550 2.7392 0.0156
H -2.2959 4.0031 4.8800 0.1021
H -4.4135 5.0824 5.5178 0.1055
H -6.5528 4.2847 4.5649 0.1060
H -6.5692 2.3965 2.9639 0.1091
H -4.4654 1.3005 2.3222 0.0701

10
Properties=species:S:1:pos:R:3:lowdin_charge:R:1 method="wB97M-V/def2-TZVPD" homo_ev=-8.45 e_above_lowest_kj_mol=320.4 homo_lumo_gap_ha=0.2896 lumo_energy_ev=-0.574
C -0.4154 -1.4243 0.2755 -0.0258
C 0.0592 -0.2259 0.1942 -0.6330
C 0.3929 0.5628 -0.9969 -0.5722
S -0.1282 2.2690 2.6929 -0.0831
Cl -0.4288 -0.2436 -2.3850 0.5751
Cl 0.5688 0.4933 1.8458 0.3909
H -0.6894 -1.9059 1.2662 0.1112
H -0.7856 -1.8891 -0.5322 -0.0015
H -0.0610 1.6046 -0.8789 0.0988
H 1.4874 0.7591 -1.4816 0.1396

58
Properties=species:S:1:pos:R:3:lowdin_charge:R:1 method="wB97M-V/def2-TZVPD" homo_ev=-2.09 e_above_lowest_kj_mol=31.2 homo_lumo_gap_ha=0.2289 total_charge=-2 lumo_energy_ev=4.138
K 1.0266 0.4713 -1.2707 0.5734
O -3.0556 2.8937 -2.2769 -0.0885
C -2.0260 2.1726 -2.1103 -0.5468
N -1.5261 1.6977 -0.9875 0.0036
C -2.3091 2.1273 0.1357 -0.2302
C -1.6791 1.8827 1.4859 -0.2485
C -2.5107 1.9350 2.6137 -0.0480
C -1.9714 1.8204 3.8768 -0.1037
C -0.5950 1.6788 4.0076 -0.0932
C 0.1578 1.6472 2.8481 -0.1370
N -0.3573 1.7242 1.6103 0.1351
C -1.2960 1.7792 -3.3895 -0.1928
C -2.0492 1.6659 -4.5605 -0.0272
C -1.4089 1.3525 -5.7455 -0.0945
C -0.0287 1.1832 -5.7436 -0.0877
C 0.6454 1.3107 -4.5399 -0.1536
N 0.0302 1.5972 -3.3835 0.0357
H -3.3035 1.6592 0.1339 0.1161
H -2.5366 3.2025 0.0877 0.1201
H -3.5788 2.0612 2.4735 0.1046
H -2.6078 1.8508 4.7550 0.0916
H -0.1197 1.5928 4.9778 0.0890
H 1.2348 1.5504 2.9091 0.0871
H -3.1133 1.8434 -4.5021 0.1017
H -1.9755 1.2493 -6.6647 0.0888
H 0.5160 0.9523 -6.6505 0.0878
H 1.7279 1.1954 -4.4865 0.0315
Cl -4.6518 -4.1056 -1.2827 0.5413
C -3.0498 -3.3972 -1.5193 -0.6864
C -2.6009 -3.1129 -2.8286 -0.1330
C -1.3668 -2.5634 -3.0298 -0.0153
C -0.4452 -2.2749 -1.9433 -0.4120
O 0.6902 -1.7841 -2.1633 -0.1652
C -0.9635 -2.5638 -0.6128 -0.1350
C -0.2108 -2.2809 0.5847 -0.1061
N 0.9933 -1.8414 0.6280 0.0948
C 1.6753 -1.7429 1.8279 -0.2080
C 1.5722 -2.6708 2.8474 -0.0350
C 2.3162 -2.5481 4.0426 -0.1056
C 3.1869 -1.5121 4.2267 -0.0753
C 3.3503 -0.5513 3.1958 -0.1787
C 4.2343 0.5476 3.3140 -0.0453
C 4.3563 1.4356 2.2890 -0.0569
C 3.5963 1.2321 1.1107 -0.1467
N 2.7569 0.2341 0.9694 0.0888
C 2.6164 -0.6619 1.9898 -0.1641
C -2.2533 -3.1115 -0.4481 -0.1039
H -3.2590 -3.3105 -3.6665 0.0893
H -1.0255 -2.3049 -4.0271 0.1058
H -0.7549 -2.4515 1.5320 0.1209
H 0.9195 -3.5257 2.7027 0.1000
H 2.2015 -3.2994 4.8160 0.0902
H 3.7623 -1.4144 5.1416 0.0958
H 4.8067 0.6652 4.2307 0.1046
H 5.0319 2.2777 2.3497 0.0965
H 3.7166 1.8912 0.2474 0.0080
H -2.6189 -3.3042 0.5566 0.0992
I 4.1266 1.9531 -2.6843 -0.4767

20
Properties=species:S:1:pos:R:3:lowdin_charge:R:1 method="wB97M-V/def2-TZVPD" homo_ev=-12.52 e_above_lowest_kj_mol=0.0 homo_lumo_gap_ha=0.3200 total_charge=+1 lumo_energy_ev=-3.809
C 1.8013 1.4214 2.2548 -0.0635
O 1.8935 0.6926 1.0410 -0.1478
C 0.8391 0.1603 0.4259 -0.4110
C -0.4160 -0.0737 0.8514 -0.5020
Br -1.2614 0.2694 2.4975 0.8360
C -1.5877 -0.6107 -0.3744 -0.3104
N -2.1046 0.4082 -1.1751 0.0971
N -0.8404 -1.5837 -1.2438 0.0961
C 0.4220 -1.0314 -1.7241 -0.1077
C 1.1728 -0.2383 -0.9511 -0.5707
Br 2.7850 0.4501 -1.6304 0.9273
H 2.7635 1.9253 2.3395 0.1062
H 1.6666 0.7609 3.1134 0.0888
H 1.0032 2.1651 2.2146 0.0881
H -2.3698 -1.1335 0.1735 0.1358
H -1.4340 1.0961 -1.4908 0.1084
H -2.9272 0.8604 -0.8033 0.1113
H -1.4395 -1.7906 -2.0559 0.1932
H -0.6696 -2.4614 -0.7326 0.2012
H 0.7033 -1.2864 -2.7301 0.1237